P:
{
  "formula": "H20O10",
  "method": "ωB97M-V/def2-TZVPD",
  "symbols": ["O", "H", "H", "O", "H", "H", "O", "H", "H", "O", "H", "H", "O", "H", "H", "O", "H", "H", "O", "H", "H", "O", "H", "H", "O", "H", "H", "O", "H", "H"],
  "xyz": [[-0.138, 0.321, -1.077], [-0.030, 1.272, -1.192], [0.356, 0.124, -0.273], [-0.128, 3.245, 2.773], [-0.502, 3.373, 1.894], [-0.313, 2.321, 2.975], [-1.934, 2.765, -1.420], [-1.146, 2.410, -1.847], [-1.750, 2.678, -0.478], [-0.409, -1.212, 4.128], [0.131, -0.913, 3.388], [0.175, -1.800, 4.621], [-2.474, 0.318, -2.096], [-3.097, -0.417, -2.105], [-1.639, -0.086, -1.836], [2.081, -1.648, -1.084], [2.093, -1.281, -1.975], [1.761, -0.922, -0.536], [-0.412, -3.579, -1.810], [0.046, -3.736, -0.976], [-1.132, -4.219, -1.806], [2.768, 3.172, -1.316], [3.497, 3.228, -1.944], [2.617, 4.086, -1.049], [3.954, -1.813, 0.849], [4.777, -1.630, 1.317], [4.240, -2.207, 0.017], [-4.783, -1.126, 0.780], [-4.723, -1.538, 1.649], [-3.887, -1.187, 0.429]],
  "charge": 0,
  "orbital_gap_ev": 10.15,
  "mol_weight_g_mol": 180.1,
  "smiles": "O.O.O.O.O.O.O.O.O.O",
  "homo_ha": -0.3858
}



Q:
{
  "formula": "H20O10",
  "method": "ωB97M-V/def2-TZVPD",
  "symbols": ["O", "H", "H", "O", "H", "H", "O", "H", "H", "O", "H", "H", "O", "H", "H", "O", "H", "H", "O", "H", "H", "O", "H", "H", "O", "H", "H", "O", "H", "H"],
  "xyz": [[-0.044, -0.580, 0.306], [0.261, -0.104, 1.087], [0.701, -0.533, -0.304], [-4.303, 1.673, 0.299], [-3.623, 1.519, 0.964], [-3.856, 1.505, -0.538], [0.666, -0.438, 4.394], [-0.245, -0.554, 4.688], [1.180, -0.977, 5.005], [1.161, 1.346, 2.708], [1.551, 0.466, 2.744], [0.319, 1.212, 2.258], [3.295, 1.919, -0.291], [2.608, 1.841, 0.381], [2.851, 2.350, -1.031], [-1.309, 1.817, -3.006], [-0.865, 2.629, -2.737], [-1.632, 1.442, -2.178], [1.418, -1.060, -4.746], [1.011, -1.878, -4.438], [1.514, -1.190, -5.697], [4.940, -1.303, -0.864], [5.523, -0.962, -1.551], [4.082, -0.917, -1.072], [-3.077, -0.726, -0.894], [-3.361, -1.644, -0.822], [-2.593, -0.695, -1.727], [-2.660, -2.387, 2.143], [-3.085, -2.521, 2.998], [-3.032, -3.080, 1.585]],
  "charge": 0,
  "orbital_gap_ev": 10.92,
  "mol_weight_g_mol": 180.1,
  "smiles": "O.O.O.O.O.O.O.O.O.O",
  "homo_ha": -0.4012
}



Quick one: most stable of them? Q



P:
{
  "formula": "H20O10",
  "method": "ωB97M-V/def2-TZVPD",
  "symbols": ["O", "H", "H", "O", "H", "H", "O", "H", "H", "O", "H", "H", "O", "H", "H", "O", "H", "H", "O", "H", "H", "O", "H", "H", "O", "H", "H", "O", "H", "H"],
  "xyz": [[0.174, 0.096, 0.391], [-0.595, 0.071, 0.958], [-0.227, 0.157, -0.505], [-1.850, 0.063, -2.885], [-0.960, 0.494, -2.886], [-1.693, -0.265, -2.017], [-2.947, -1.612, -3.208], [-3.729, -1.561, -2.678], [-2.897, -2.515, -3.233], [-0.523, 3.478, -0.983], [-1.117, 4.041, -0.515], [0.231, 3.651, -0.409], [-1.185, 0.266, 4.669], [-1.162, 0.151, 3.681], [-1.492, 1.088, 4.860], [-1.144, -3.010, -1.731], [-1.313, -2.008, -1.894], [-0.685, -3.268, -2.552], [4.453, -1.021, -0.211], [4.772, -0.116, -0.416], [5.057, -1.537, -0.705], [2.351, 3.449, 3.719], [1.828, 3.352, 2.964], [2.010, 2.813, 4.363], [1.825, -4.399, -1.227], [0.963, -3.972, -1.235], [2.467, -3.808, -0.700], [-0.977, 2.330, 1.609], [-0.627, 2.093, 0.743], [-1.009, 1.499, 2.033]],
  "charge": 0,
  "orbital_gap_ev": 10.63,
  "mol_weight_g_mol": 180.1,
  "smiles": "O.O.O.O.O.O.O.O.O.O",
  "homo_ha": -0.4044
}



Q:
{
  "formula": "H20O10",
  "method": "ωB97M-V/def2-TZVPD",
  "symbols": ["O", "H", "H", "O", "H", "H", "O", "H", "H", "O", "H", "H", "O", "H", "H", "O", "H", "H", "O", "H", "H", "O", "H", "H", "O", "H", "H", "O", "H", "H"],
  "xyz": [[-2.700, -0.514, -0.366], [-2.280, 0.170, -1.020], [-2.704, 0.009, 0.478], [-1.167, 1.255, -2.258], [-0.593, 1.796, -1.600], [-1.521, 1.746, -2.972], [0.528, -1.106, -2.473], [-0.146, -0.349, -2.674], [0.040, -1.816, -1.993], [1.988, 1.648, 0.971], [2.434, 0.897, 0.475], [1.694, 1.188, 1.828], [2.546, -0.608, -0.667], [1.799, -0.797, -1.349], [3.305, -1.019, -1.120], [-0.990, -2.311, -0.354], [-1.468, -3.152, -0.501], [-1.723, -1.652, -0.280], [-0.126, 2.299, -0.057], [0.795, 1.881, 0.294], [-0.088, 3.279, 0.171], [1.226, -2.099, 1.350], [0.467, -2.289, 0.793], [1.768, -1.418, 0.765], [0.464, 0.140, 2.529], [0.287, 0.347, 3.581], [0.840, -0.815, 2.286], [-1.952, 1.071, 1.462], [-1.476, 1.640, 0.814], [-1.250, 0.577, 1.885]],
  "charge": 0,
  "orbital_gap_ev": 10.94,
  "mol_weight_g_mol": 180.1,
  "smiles": "O.O.O.O.O.O.O.O.O.O",
  "homo_ha": -0.3882
}



Quick one: most stable of them? Q



P:
{
  "formula": "H20O10",
  "method": "ωB97M-V/def2-TZVPD",
  "symbols": ["O", "H", "H", "H", "O", "H", "O", "H", "H", "O", "H", "H", "O", "H", "H", "O", "H", "H", "O", "H", "H", "O", "H", "H", "O", "H", "H", "O", "H", "H"],
  "xyz": [[-23.554, -31.340, 26.623], [-22.835, -31.106, 27.123], [-23.522, -30.664, 26.050], [-24.439, -31.278, 27.100], [-23.577, -29.268, 24.945], [-23.445, -29.646, 23.999], [-20.470, -31.082, 25.037], [-20.979, -31.376, 24.355], [-20.760, -30.251, 25.321], [-25.593, -30.650, 23.801], [-24.977, -30.248, 24.496], [-26.297, -30.274, 24.276], [-23.766, -33.245, 24.037], [-24.152, -34.193, 24.088], [-24.570, -32.669, 24.133], [-26.381, -31.562, 27.170], [-26.470, -32.416, 27.602], [-26.886, -31.003, 27.740], [-21.823, -31.534, 28.821], [-22.154, -32.133, 29.581], [-20.839, -31.546, 28.759], [-24.275, -27.602, 26.937], [-23.812, -27.630, 27.735], [-23.856, -28.024, 26.236], [-24.582, -30.648, 29.180], [-25.477, -30.777, 29.485], [-23.993, -31.205, 29.697], [-21.091, -28.301, 25.265], [-21.944, -28.663, 25.310], [-20.745, -28.218, 24.339]],
  "charge": 0,
  "orbital_gap_ev": 8.22,
  "mol_weight_g_mol": 180.2,
  "homo_ha": -0.3305
}



Q:
{
  "formula": "H20O10",
  "method": "ωB97M-V/def2-TZVPD",
  "symbols": ["O", "H", "H", "O", "H", "H", "O", "H", "H", "O", "H", "H", "O", "H", "H", "O", "H", "H", "O", "H", "H", "O", "H", "H", "O", "H", "H", "O", "H", "H"],
  "xyz": [[-0.806, -3.017, -0.632], [-0.641, -2.747, -1.548], [0.071, -2.741, -0.259], [-1.730, 0.852, 1.211], [-2.022, 1.713, 1.038], [-2.527, 0.341, 1.037], [-1.293, -0.141, -2.518], [-1.743, 0.584, -2.027], [-0.347, 0.048, -2.709], [1.708, 1.005, 1.880], [1.170, 0.831, 1.093], [0.970, 0.940, 2.497], [-3.070, -1.374, -0.593], [-2.407, -0.993, -1.141], [-2.452, -2.069, -0.297], [-0.239, 0.423, 3.671], [0.057, -0.318, 4.169], [-0.918, 0.048, 3.120], [1.377, 1.150, -2.686], [1.713, 0.903, -1.810], [0.773, 1.875, -2.535], [0.362, 0.158, -0.157], [0.598, -0.744, 0.047], [-0.544, 0.278, 0.254], [2.094, 3.180, -0.782], [2.486, 3.183, 0.098], [1.193, 2.865, -0.621], [1.764, -2.225, 0.271], [2.222, -1.421, 0.433], [2.181, -2.584, -0.504]],
  "charge": 0,
  "orbital_gap_ev": 10.46,
  "mol_weight_g_mol": 180.2,
  "smiles": "O.O.O.O.O.O.O.O.O.O",
  "homo_ha": -0.3905
}



R:
{
  "formula": "H20O10",
  "method": "ωB97M-V/def2-TZVPD",
  "symbols": ["O", "H", "H", "O", "H", "H", "O", "H", "H", "O", "H", "H", "O", "H", "H", "O", "H", "H", "O", "H", "H", "O", "H", "H", "O", "H", "H", "O", "H", "H"],
  "xyz": [[13.694, 17.985, -19.197], [13.682, 17.202, -19.761], [14.506, 17.897, -18.786], [13.298, 13.475, -21.604], [13.770, 12.654, -21.654], [13.533, 13.900, -22.455], [15.602, 12.776, -19.465], [16.554, 12.806, -19.480], [15.218, 13.523, -19.912], [16.460, 17.419, -18.994], [17.121, 16.920, -18.526], [16.549, 18.341, -18.729], [16.662, 15.039, -21.057], [16.987, 15.578, -20.376], [17.403, 14.399, -21.021], [14.148, 15.573, -20.292], [14.973, 15.699, -20.762], [13.840, 14.783, -20.814], [10.911, 13.163, -22.571], [11.709, 13.353, -22.126], [10.946, 13.273, -23.511], [11.161, 15.723, -20.269], [11.476, 14.924, -19.837], [11.435, 16.344, -19.594], [13.296, 15.078, -23.907], [12.779, 15.710, -23.400], [12.642, 14.764, -24.520], [14.649, 15.073, -17.726], [14.353, 15.239, -18.628], [14.373, 15.832, -17.289]],
  "charge": 0,
  "orbital_gap_ev": 10.50,
  "mol_weight_g_mol": 180.2,
  "smiles": "O.O.O.O.O.O.O.O.O.O",
  "homo_ha": -0.3911
}



Quick one: most stable of them? Q



P:
{
  "formula": "C7H10N2OS",
  "method": "ωB97M-V/def2-TZVPD",
  "symbols": ["C", "C", "C", "C", "C", "C", "C", "N", "N", "O", "S", "H", "H", "H", "H", "H", "H", "H", "H", "H", "H"],
  "xyz": [[-1.672, 1.430, -0.251], [-0.342, 1.125, 0.117], [-0.348, -0.277, 0.241], [0.875, 1.973, 0.169], [0.744, -1.207, 0.611], [2.057, 1.256, -0.479], [-2.096, -2.066, -0.099], [-2.475, 0.293, -0.278], [-1.612, -0.697, -0.051], [3.231, -1.074, -0.426], [2.458, -0.309, 0.545], [-1.961, 2.538, -0.421], [0.477, 2.845, -0.186], [1.081, 2.151, 1.256], [0.634, -1.671, 1.584], [0.903, -1.874, -0.236], [1.944, 0.971, -1.504], [3.007, 1.785, -0.477], [-1.338, -2.809, -0.273], [-2.536, -2.336, 0.908], [-3.030, -2.048, -0.751]],
  "charge": 0,
  "orbital_gap_ev": 9.67,
  "mol_weight_g_mol": 170.2,
  "homo_ha": -0.3296
}



Q:
{
  "formula": "C7H10N2OS",
  "method": "ωB97M-V/def2-TZVPD",
  "symbols": ["C", "C", "C", "C", "C", "C", "C", "N", "N", "O", "S", "H", "H", "H", "H", "H", "H", "H", "H", "H", "H"],
  "xyz": [[-4.986, -1.469, 0.372], [-2.324, 0.699, 0.087], [-1.054, 1.113, 0.774], [0.195, 1.384, -0.079], [0.505, 0.155, -0.925], [0.758, -1.127, -0.254], [1.708, -1.116, 0.954], [-4.159, -0.634, 0.375], [-3.131, -0.129, 0.782], [-2.596, 1.065, -1.054], [-0.021, -2.561, -0.585], [-5.847, -2.061, 0.125], [-1.211, 2.027, 1.466], [-0.649, 0.369, 1.438], [-0.004, 2.170, -0.899], [1.000, 1.678, 0.484], [-0.327, -0.030, -1.645], [1.294, 0.333, -1.574], [1.110, -0.772, 1.758], [2.692, -0.613, 0.702], [1.797, -2.289, 1.109]],
  "charge": 0,
  "orbital_gap_ev": 8.44,
  "mol_weight_g_mol": 170.2,
  "homo_ha": -0.3093
}



Quick one: most stable of them? P